(1)
The following is a quantum chemistry calculation of a molecular structure, C19H32FMgN5O3Si, from the Open Molecules 2025 dataset.

```
62
Properties=species:S:1:pos:R:3:forces:R:3
Mg 0.350 -1.194 0.418 -0.2 0.2 -0.5
N 1.657 -2.388 4.659 0.0 0.1 0.0
C 1.418 -1.457 3.706 0.1 -0.1 0.0
O 0.285 -1.062 3.472 -0.2 0.1 0.0
C 2.640 -0.904 3.005 0.0 0.0 0.0
C 3.146 -1.784 1.860 0.0 0.0 0.0
H 0.868 -2.867 5.059 0.0 0.0 0.0
H 2.576 -2.761 4.808 0.0 0.0 0.0
H 3.464 -0.789 3.715 -0.1 0.0 0.1
H 2.372 0.086 2.631 0.0 0.0 -0.1
H 3.295 -2.811 2.203 0.1 0.0 0.0
H 4.097 -1.393 1.490 0.0 0.1 0.0
C 1.152 0.177 -4.007 0.0 0.1 0.0
Si 1.217 -1.350 -2.903 0.0 0.0 0.0
C 1.044 -2.879 -3.970 0.0 -0.1 0.0
C 2.952 -1.383 -2.205 0.0 0.0 0.0
N 0.067 -1.293 -1.622 -0.4 0.1 0.0
C -1.280 -1.317 -1.879 0.0 0.0 0.0
C -1.925 -1.254 -3.137 0.1 0.0 0.0
C -3.304 -1.280 -3.277 0.0 0.0 0.0
C -4.150 -1.371 -2.179 0.0 0.0 0.0
C -3.573 -1.446 -0.916 0.0 0.0 -0.1
C -2.210 -1.419 -0.830 0.1 0.0 0.2
F -1.661 -1.516 0.460 -0.1 -0.1 0.0
H 1.963 0.142 -4.740 0.0 0.0 0.0
H 1.292 1.081 -3.406 0.0 0.0 0.0
H 0.215 0.292 -4.553 0.0 0.0 0.0
H 1.863 -2.938 -4.692 0.0 0.0 0.0
H 0.105 -2.918 -4.524 0.0 0.0 0.0
H 1.090 -3.766 -3.333 0.0 0.0 0.0
H 3.653 -1.340 -3.044 0.0 0.0 0.0
H 3.138 -2.297 -1.640 0.0 0.0 0.0
H 3.167 -0.537 -1.548 0.0 0.0 0.0
H -1.315 -1.185 -4.026 0.0 0.0 0.0
H -3.726 -1.228 -4.273 0.0 0.0 0.0
H -5.224 -1.391 -2.295 0.0 0.0 0.0
H -4.162 -1.532 -0.012 0.0 0.0 0.0
C -2.769 2.936 2.759 0.0 0.0 0.0
C -2.132 1.702 3.357 0.0 0.0 -0.1
N -1.451 0.972 2.301 0.1 0.0 0.1
C -0.670 1.605 1.375 -0.2 0.0 0.0
N 0.191 0.887 0.705 0.2 0.1 0.0
C 1.052 1.592 -0.249 0.0 -0.1 0.1
C 0.307 2.714 -0.938 0.0 0.0 -0.1
C -0.192 3.666 0.124 0.0 0.0 0.0
N -0.897 2.934 1.168 0.0 0.0 0.0
C -1.680 3.749 2.089 0.0 0.0 0.0
H -3.255 3.535 3.530 0.0 0.0 0.0
H -3.520 2.642 2.024 0.0 0.0 0.0
H -2.877 1.039 3.795 0.0 0.0 0.0
H -1.435 1.990 4.155 0.0 0.0 0.0
H -1.037 0.102 2.611 0.1 0.0 0.0
H 1.399 0.868 -0.985 0.0 0.0 0.0
H 1.938 1.987 0.264 0.0 0.0 0.0
H -0.535 2.292 -1.493 0.0 0.0 0.0
H 0.947 3.242 -1.646 0.0 0.0 0.0
H -0.887 4.398 -0.294 0.0 0.0 0.0
H 0.647 4.224 0.559 0.0 0.0 0.0
H -2.109 4.568 1.511 0.0 0.0 0.0
H -1.025 4.198 2.846 0.0 0.0 0.0
O 2.271 -1.836 0.767 0.1 -0.2 0.2
O 1.166 -2.733 1.192 0.2 -0.2 0.2
```
Positions in Å, forces in eV/Å.

Output
- ΔE to the lowest compared entry with this formula, charge and spin (kJ/mol) = 1.4
- net charge = 0
- orbital gap (eV) = 7.28



(2)
The following is a quantum chemistry calculation of a single C5H4ClNO molecule in a non-equilibrium geometry, from the Open Molecules 2025 dataset.

```
12
Properties=species:S:1:pos:R:3:forces:R:3
C -1.435 0.457 -0.065 2.4 1.4 0.0
C -0.090 -1.519 0.303 1.6 0.6 -0.3
C -0.355 1.225 -0.154 -0.7 -2.8 1.3
C 1.089 -0.936 0.237 -2.7 2.6 -0.5
C 0.882 1.813 -0.335 1.8 0.7 0.4
N -1.301 -0.909 0.122 -0.9 -2.9 0.9
O 1.667 2.484 0.330 -1.0 0.5 1.4
Cl 2.651 -0.850 -0.079 1.0 -0.1 0.1
H -2.418 0.833 -0.065 -1.1 0.2 -0.2
H 0.004 -2.563 0.516 -0.8 -0.7 0.1
H 1.369 1.523 -1.209 0.2 -0.8 -2.7
H -2.064 -1.555 0.401 0.4 1.4 -0.4
```
Positions in Å, forces in eV/Å.

Output
- ΔE to the lowest compared entry with this formula, charge and spin (kJ/mol) = 609.1
- net charge = 0
- orbital gap (alpha / beta) (eV) = 6.89 / 7.16



(3)
The following is a quantum chemistry calculation of a molecular structure, C10H20AgCl6O6P in a non-equilibrium geometry, from the Open Molecules 2025 dataset.

```
44
Properties=species:S:1:pos:R:3:forces:R:3
Ag 0.294 -3.215 1.899 0.2 0.1 -0.6
C -2.761 -0.123 1.166 0.2 -1.0 -0.3
C -1.727 -1.252 1.450 -3.6 5.3 -0.4
O -0.794 -1.003 2.212 2.5 -0.2 1.5
O -1.793 -2.398 1.088 0.1 -3.5 -1.2
H -2.546 0.793 1.717 0.4 -0.3 0.2
H -3.755 -0.476 1.442 0.0 -0.2 0.2
H -2.861 0.161 0.119 0.4 -0.3 -0.2
C -1.989 -1.525 -2.909 0.4 -2.3 -0.5
C -0.707 -2.414 -2.618 -2.3 1.2 -1.8
O 0.099 -1.385 -2.172 4.2 0.4 3.0
P 1.412 -1.856 -1.334 3.1 3.4 -3.1
O 1.214 -2.787 -0.221 -0.5 -0.8 0.5
O 2.069 -0.420 -0.859 -1.3 -2.2 -1.1
C 1.328 0.536 -0.122 0.1 0.2 1.0
C 1.903 1.891 -0.453 -0.1 0.3 0.3
O 2.532 -2.310 -2.437 -1.4 -0.5 2.4
C 2.973 -1.595 -3.629 -0.5 2.2 0.2
C 4.061 -0.506 -3.298 -0.2 -1.4 0.0
H -2.785 -2.270 -2.897 -0.7 0.8 -0.2
H -2.100 -0.676 -2.235 -0.1 -0.6 0.5
H -1.883 -1.048 -3.884 -0.1 -0.4 -0.1
H -0.777 -3.262 -1.936 -0.4 0.2 0.3
H -0.277 -2.770 -3.554 -0.3 -0.3 -0.1
H 0.244 0.492 -0.227 -0.2 -0.1 -0.9
H 1.436 0.268 0.929 0.4 0.3 0.4
H 1.396 2.681 0.101 -0.2 0.0 0.0
H 2.952 1.954 -0.161 0.0 -0.2 -0.1
H 1.822 2.113 -1.517 0.0 -0.1 0.0
H 3.271 -2.346 -4.361 0.2 0.1 0.3
H 2.073 -1.093 -3.986 0.0 0.0 -0.4
H 4.377 0.129 -4.126 -0.3 -0.4 -0.4
H 3.748 0.188 -2.519 -0.1 -0.4 0.1
H 4.936 -1.079 -2.990 0.2 0.3 0.3
C 0.503 2.168 3.792 0.8 0.5 -0.1
Cl -0.657 3.108 2.855 0.1 0.0 0.2
Cl 0.353 2.606 5.586 -0.2 -0.4 -1.4
Cl 2.182 2.496 3.234 -1.2 -0.2 0.7
H 0.274 1.122 3.588 0.1 0.1 0.7
C -3.979 2.979 4.566 0.0 0.9 -0.3
Cl -4.161 4.725 4.396 0.0 -0.7 0.4
Cl -5.447 2.073 4.272 0.6 0.3 0.7
Cl -3.189 2.611 6.249 -0.5 0.0 -1.4
H -3.265 2.719 3.785 0.3 -0.4 0.6
```
Positions in Å, forces in eV/Å.

Output
- ⟨S²⟩ = 2.01
- net charge = +2
- spin multiplicity = 3
- orbital gap (alpha / beta) (eV) = 8.92 / 2.49



(4)
The following is a quantum chemistry calculation of 2 unconnected molecules or ions with the total composition C16H15F2O2 in a non-equilibrium geometry, from the Open Molecules 2025 dataset.

```
35
Properties=species:S:1:pos:R:3:forces:R:3
C -0.177 1.037 4.308 -0.1 0.2 0.3
C 1.095 1.721 3.734 0.1 0.3 0.3
O 1.199 1.281 2.384 -0.9 -1.0 0.1
C -0.065 0.715 2.062 -0.1 0.1 0.1
H 0.084 -0.135 1.386 0.0 0.1 0.1
O -0.720 0.263 3.241 1.1 0.1 -0.8
H 0.041 0.358 5.142 0.0 0.2 -0.2
H -0.943 1.754 4.631 0.3 0.0 0.0
H 1.031 2.816 3.730 -0.1 -0.2 0.2
H 2.013 1.425 4.258 -0.3 0.1 -0.1
H -0.687 1.477 1.577 -0.1 0.1 -0.1
F -3.457 1.865 -2.416 0.3 -1.1 0.4
C -3.117 0.637 -1.955 0.4 0.3 -0.1
C -4.105 -0.276 -1.620 -0.4 0.4 -0.1
C -3.763 -1.524 -1.142 -0.1 -0.2 0.1
C -2.443 -1.867 -0.998 0.4 -0.3 0.1
C -1.403 -0.971 -1.329 -0.3 0.1 0.0
C -0.071 -1.426 -1.147 0.0 0.5 -0.2
C 1.205 -0.851 -1.384 0.2 0.1 -0.1
C 2.335 -1.643 -1.084 -0.4 -0.4 0.1
C 3.612 -1.181 -1.279 0.1 -0.1 0.1
C 3.818 0.088 -1.781 0.3 0.4 -0.1
C 2.738 0.898 -2.093 -0.4 0.2 -0.1
F 2.946 2.141 -2.592 -0.2 -1.1 0.4
C 1.457 0.436 -1.900 0.0 0.7 -0.3
C -1.792 0.295 -1.812 0.0 0.7 -0.2
H -5.135 0.011 -1.736 -0.3 0.1 0.0
H -4.537 -2.230 -0.882 -0.1 0.0 0.0
H -2.188 -2.845 -0.628 0.1 -0.2 0.1
H -0.016 -2.428 -0.749 0.0 -0.3 0.1
H 2.186 -2.637 -0.698 0.0 -0.2 0.1
H 4.456 -1.808 -1.041 0.1 0.0 0.0
H 4.812 0.468 -1.934 0.3 0.1 0.0
H 0.666 1.100 -2.170 -0.2 0.3 -0.1
H -1.076 1.039 -2.083 0.2 0.3 -0.1
```
Positions in Å, forces in eV/Å.

Output
- net charge = +1
- orbital gap (eV) = 6.01



(5)
The following is a quantum chemistry calculation of 12 unconnected molecules or ions with the total composition H22NO14 in a non-equilibrium geometry, from the Open Molecules 2025 dataset.

```
37
Properties=species:S:1:pos:R:3:forces:R:3
N 0.465 0.818 -0.563 -5.7 1.9 1.0
O 0.218 0.555 -1.785 1.6 -0.3 0.8
O -0.015 0.109 0.350 1.9 -1.7 -0.7
O 0.599 2.018 -0.240 2.4 0.6 -0.6
O -0.101 -3.165 -0.180 -0.9 -1.0 0.4
H -0.626 -2.528 0.307 -0.1 0.0 0.1
H 0.714 -2.724 -0.365 0.9 0.5 -0.2
O 1.732 -1.485 2.052 0.3 -1.6 1.0
H 2.397 -2.179 2.057 -0.7 -1.4 0.7
H 2.302 -0.941 1.576 0.6 3.0 -1.5
O -1.281 3.123 1.810 0.2 1.0 -2.7
H -0.996 2.717 2.580 0.7 -1.2 2.5
H -0.687 2.711 1.139 -0.7 0.4 0.4
O -2.955 -1.740 0.862 -1.0 -0.9 -0.9
H -3.582 -1.030 0.774 -0.5 0.5 -0.4
H -2.314 -1.378 1.446 1.3 0.3 1.3
O 0.783 3.387 -2.851 1.3 2.5 -1.2
H 1.608 3.583 -2.387 -0.2 0.3 -0.2
H 0.562 2.603 -2.433 -1.2 -2.7 1.3
O 2.010 -1.767 -1.146 -0.5 -0.2 -0.8
H 1.361 -1.173 -1.570 0.2 -0.5 -0.2
H 2.530 -1.174 -0.637 0.8 0.7 0.7
O -2.247 -1.539 -1.826 0.6 0.8 -0.7
H -2.204 -1.590 -0.857 -0.1 -0.1 -0.2
H -1.525 -0.934 -2.110 -0.7 -0.8 0.5
O 2.232 1.990 2.808 0.5 -0.2 0.7
H 3.165 2.127 2.635 0.2 0.0 0.1
H 1.823 2.181 1.974 -0.7 0.1 -0.9
O 0.894 -0.982 -3.838 -0.2 0.2 -0.1
H 1.430 -0.543 -4.518 -0.5 0.1 0.6
H 0.481 -0.314 -3.238 0.8 -0.5 -1.0
O -0.951 -1.403 2.542 0.2 0.0 0.2
H -0.008 -1.300 2.319 -0.2 0.0 0.1
H -1.027 -1.312 3.492 0.1 0.0 0.1
O -2.565 1.064 0.186 -1.6 0.4 0.4
H -1.818 0.503 0.120 1.2 -1.2 0.1
H -2.404 1.711 -0.484 -0.1 0.8 -0.6
```
Positions in Å, forces in eV/Å.

Output
- ΔE to the lowest compared entry with this formula, charge and spin (kJ/mol) = 233.6
- net charge = -1
- orbital gap (eV) = 9.01



(6)
The following is a quantum chemistry calculation of a single C23H32N2 molecule, from the Open Molecules 2025 dataset.

```
57
Properties=species:S:1:pos:R:3:forces:R:3
C 1.701 0.475 -5.375 -0.3 -0.1 0.0
C 0.433 -0.052 -4.715 0.3 0.1 0.2
C 0.670 -0.433 -3.255 -0.4 0.0 -0.2
H 1.065 0.436 -2.727 0.1 0.0 0.0
H 1.414 -1.230 -3.197 0.1 0.0 0.1
C -0.621 -0.923 -2.590 0.4 0.0 0.0
N -0.367 -1.622 -1.344 -0.1 -0.1 -0.1
C -1.324 -2.667 -1.021 0.1 0.0 0.0
C -2.697 -2.238 -0.548 0.0 -0.1 0.1
C -3.608 -1.651 -1.419 0.0 0.0 0.0
C -4.850 -1.236 -0.971 -0.1 0.1 -0.1
C -5.209 -1.416 0.354 -0.1 0.0 0.1
C -4.320 -2.021 1.225 0.0 0.0 0.1
C -3.077 -2.427 0.776 0.0 -0.1 -0.1
H -2.392 -2.902 1.465 0.1 0.0 0.1
H -4.596 -2.178 2.258 0.0 0.0 0.1
H -6.179 -1.094 0.703 -0.1 0.0 0.0
H -5.543 -0.778 -1.661 -0.1 0.0 -0.1
H -3.351 -1.523 -2.460 0.0 0.0 -0.1
H -0.869 -3.304 -0.259 -0.1 -0.1 0.0
H -1.438 -3.274 -1.926 0.0 0.0 0.1
C 0.106 -0.773 -0.262 0.0 -0.1 0.3
C -0.900 0.224 0.336 0.2 0.1 -0.1
C -0.187 1.108 1.355 -0.3 0.0 -0.1
N 0.369 0.288 2.413 0.0 0.0 0.1
C 1.360 -0.631 1.889 -0.1 -0.3 0.0
C 0.695 -1.580 0.895 0.2 0.3 -0.2
H -0.094 -2.116 1.421 0.0 -0.1 0.0
H 1.424 -2.298 0.518 0.0 -0.1 0.0
H 1.769 -1.205 2.724 0.1 0.0 0.0
H 2.194 -0.103 1.392 0.0 -0.1 0.1
C 0.825 1.047 3.570 0.0 0.0 0.0
C 1.985 1.973 3.295 0.0 0.0 0.1
C 1.766 3.275 2.861 0.0 0.0 0.0
C 2.829 4.103 2.544 0.0 0.1 -0.1
C 4.128 3.640 2.657 0.1 0.1 0.0
C 4.359 2.348 3.096 0.1 0.0 0.0
C 3.294 1.522 3.413 -0.1 0.0 0.0
H 3.482 0.516 3.763 0.0 -0.1 0.0
H 5.371 1.982 3.194 0.1 0.0 0.0
H 4.958 4.285 2.409 0.1 0.0 0.0
H 2.642 5.113 2.209 0.0 0.1 0.0
H 0.754 3.646 2.777 -0.1 0.0 0.0
H -0.032 1.622 3.934 0.1 0.0 0.1
H 1.104 0.322 4.340 0.0 0.1 0.0
H -0.905 1.801 1.803 0.1 0.1 0.0
H 0.592 1.703 0.843 -0.1 0.0 0.1
H -1.707 -0.311 0.835 0.0 0.1 0.0
H -1.333 0.852 -0.445 -0.1 0.0 0.0
H 0.928 -0.190 -0.693 0.0 0.0 0.1
H -1.312 -0.073 -2.475 -0.1 -0.1 -0.1
H -1.089 -1.639 -3.271 -0.1 0.0 0.0
H -0.347 0.712 -4.765 -0.1 0.0 -0.1
H 0.076 -0.926 -5.265 -0.1 0.0 0.0
H 2.486 -0.277 -5.345 0.1 0.0 0.0
H 1.513 0.734 -6.415 0.1 0.1 -0.1
H 2.059 1.364 -4.860 0.1 0.1 0.0
```
Positions in Å, forces in eV/Å.

Output
- ΔE to the lowest compared entry with this formula, charge and spin (kJ/mol) = 13.5
- net charge = 0
- structure (SMILES) = CCCCN(Cc1ccccc1)C1CCN(Cc2ccccc2)CC1
- orbital gap (eV) = 8.92



(7)
The following is a quantum chemistry calculation of a single C4H5N3 molecule in a non-equilibrium geometry, from the Open Molecules 2025 dataset.

```
12
Properties=species:S:1:pos:R:3:forces:R:3
N 1.982 -0.766 1.681 -0.9 0.3 -1.3
C 1.378 -0.522 0.720 1.0 -0.2 -0.2
C 0.614 -0.114 -0.559 0.4 -0.3 0.4
C -0.690 -0.935 -0.558 0.2 -0.3 0.1
N -1.513 -0.212 0.421 0.2 0.3 0.2
C -0.970 0.932 0.560 -0.3 0.0 0.0
N 0.094 1.213 -0.315 0.0 0.1 0.1
H 1.207 -0.162 -1.482 0.1 -0.2 0.6
H -1.194 -1.055 -1.530 0.3 0.3 0.2
H -0.444 -1.921 -0.175 -0.3 -0.2 -0.1
H -1.252 1.623 1.349 -0.2 0.2 -0.4
H 0.789 1.918 -0.110 -0.3 0.0 0.3
```
Positions in Å, forces in eV/Å.

Output
- ΔE to the lowest compared entry with this formula, charge and spin (kJ/mol) = 157.6
- net charge = 0
- structure (SMILES) = N#C[C@H]1CN=CN1
- orbital gap (eV) = 10.59



(8)
The following is a quantum chemistry calculation of 16 unconnected molecules or ions with the total composition ClH30O19 in a non-equilibrium geometry, from the Open Molecules 2025 dataset.

```
50
Properties=species:S:1:pos:R:3:forces:R:3
Cl 0.024 0.041 0.161 -0.2 -0.3 -0.8
O -0.016 -1.388 -0.259 0.2 2.8 1.0
O -1.321 0.484 0.577 1.9 -0.5 -0.5
O 0.970 0.244 1.308 -1.5 -1.0 -2.5
O 0.440 0.884 -1.037 -0.6 -1.3 3.2
O 2.259 1.760 3.022 1.1 0.9 0.0
H 1.987 1.517 3.899 -0.3 -0.4 0.2
H 1.875 1.200 2.342 -0.4 0.0 0.4
O 0.367 3.176 1.118 -0.7 -0.1 0.8
H -0.009 3.029 0.259 -0.1 -0.1 -0.8
H 1.214 3.583 0.991 0.7 0.2 -0.1
O -3.212 -1.142 -0.890 -0.7 -0.5 -0.7
H -2.462 -0.569 -0.910 0.6 1.1 -0.1
H -2.950 -1.723 -0.177 -0.3 -0.4 0.8
O 1.471 2.370 -3.089 -0.7 -0.1 0.1
H 1.031 1.694 -2.530 0.6 0.5 -0.5
H 1.118 2.193 -3.970 0.4 -0.1 0.1
O -2.372 -2.594 1.311 -0.9 -0.7 0.8
H -1.860 -3.217 0.814 1.1 -0.3 -0.6
H -2.934 -3.200 1.831 0.1 0.7 -0.1
O 1.350 -0.728 -2.954 0.3 -1.1 -1.6
H 0.517 -1.225 -2.937 -0.3 -0.1 -0.3
H 1.250 -0.208 -2.182 0.3 0.8 1.3
O 3.330 1.829 -0.239 0.7 -1.7 2.0
H 2.490 1.497 0.091 -0.1 -0.2 0.1
H 3.075 2.472 -0.838 -0.6 2.0 -2.1
O -1.263 -1.646 -2.969 1.1 -0.4 -2.0
H -1.377 -0.704 -3.141 -0.1 -0.1 0.7
H -1.704 -1.916 -2.186 -0.9 0.1 1.0
O 3.300 -1.389 -0.243 -0.9 0.2 -2.4
H 3.768 -2.192 -0.159 0.8 -1.5 -0.1
H 3.308 -1.016 0.594 0.2 1.5 2.5
O -3.005 -0.385 3.054 -0.7 -0.4 0.5
H -2.579 0.478 3.056 0.1 0.0 0.0
H -2.504 -0.973 2.493 0.4 0.1 -0.3
O -1.541 1.072 -3.056 -0.5 -0.5 0.4
H -1.116 1.835 -3.404 0.9 1.1 -0.1
H -2.175 0.878 -3.735 -0.9 -0.2 -0.5
O -3.265 2.256 1.791 0.4 0.0 -0.8
H -3.070 1.639 1.051 -0.2 0.6 0.8
H -2.478 2.826 1.855 -0.4 -0.3 0.0
O 1.723 -3.327 -1.986 0.6 -2.0 -1.0
H 1.740 -2.446 -2.317 0.2 1.5 -0.4
H 1.427 -3.262 -1.104 -0.5 0.2 1.5
O 1.615 -3.051 1.460 -0.1 -0.4 -0.1
H 1.977 -2.874 2.331 0.0 0.3 -0.1
H 1.860 -2.329 0.858 -0.1 0.0 0.3
O -1.069 1.690 3.524 -1.5 0.7 -0.7
H -0.314 1.327 3.915 1.7 -0.8 1.3
H -0.866 1.542 2.598 0.0 0.2 -0.6
```
Positions in Å, forces in eV/Å.

Output
- ΔE to the lowest compared entry with this formula, charge and spin (kJ/mol) = 30.4
- net charge = -1
- orbital gap (eV) = 9.78



Question: net charge of number 8 (ClH30O19)?
Answer: -1